Computed, not measured: the molecule C3H3F3, with ωB97M-V/def2-TZVPD.

calculated total energy = -11309.87842 eV

Structure (ORCA input):
```
! RIJCOSX wB97M-V def2-TZVPD def2/J DEFGRID3
* xyz 0 1
F 1.9127 0.2305 0.9611
C 1.3500 0.2135 -0.2606
C 0.0619 0.2503 -0.4408
F -0.2649 0.2538 -1.7734
C -1.0993 -0.1618 0.4632
F -0.6766 -0.5666 1.7856
H 2.0852 0.1240 -1.2300
H -1.8727 0.7216 0.6262
H -1.4964 -1.0654 -0.1312
*
```


Computed, not measured: C21H43O16Zn as an isolated structure, with ωB97M-V/def2-TZVPD.

calculated total energy = -103646.60190 eV

Structure (ORCA input):
```
! RIJCOSX wB97M-V def2-TZVPD def2/J DEFGRID3
* xyz 1 1
Zn -0.9895 -11.2768 -15.3855
O -2.8396 -11.6830 -15.3246
H -3.3404 -12.2986 -14.8143
C 2.2503 -14.0611 -15.7957
O 1.3618 -14.6746 -14.8748
C 0.1620 -14.2314 -14.6942
O -0.4211 -13.3697 -15.3178
O -0.3766 -14.7953 -13.6632
C -1.5989 -14.2703 -13.1718
H 3.1009 -13.6826 -15.2174
H 1.8313 -13.2739 -16.4111
H 2.7418 -14.8520 -16.3624
H -1.9519 -13.4124 -13.7477
H -1.5046 -13.8967 -12.1510
H -2.3542 -15.0531 -13.1774
C 1.7766 -11.0446 -12.3611
O 0.7327 -10.1153 -12.0226
C -0.4337 -10.2219 -12.5602
O -0.7752 -11.0870 -13.3403
O -1.2453 -9.3802 -12.0176
C -2.6377 -9.4795 -12.3417
H 1.5424 -11.9957 -11.8850
H 2.6857 -10.5712 -12.0214
H 1.8036 -11.2588 -13.4304
H -2.7777 -9.5841 -13.4155
H -3.0915 -8.6131 -11.8725
H -3.0939 -10.3453 -11.8548
C 0.7605 -9.8163 -19.2249
O -0.0085 -10.9644 -19.5799
C -0.7421 -11.5361 -18.6592
O -0.8029 -11.2032 -17.4846
O -1.3087 -12.5978 -19.1652
C -1.9113 -13.5323 -18.2936
H 1.0536 -9.8726 -18.1776
H 0.1646 -8.9227 -19.4158
H 1.6552 -9.7324 -19.8336
H -2.4724 -14.2715 -18.8593
H -2.5842 -13.0430 -17.5887
H -1.1670 -14.1093 -17.7425
C 0.5465 -7.1902 -15.2679
O -0.4702 -7.2310 -16.2455
C -1.3580 -8.1821 -16.2021
O -1.2597 -9.2517 -15.6422
O -2.3779 -7.8753 -16.9294
C -3.4495 -8.8547 -16.8958
H 0.6819 -8.1210 -14.7118
H 0.2775 -6.4125 -14.5543
H 1.5287 -6.9548 -15.6701
H -4.3794 -8.4036 -17.2206
H -3.5537 -9.1841 -15.8635
H -3.1389 -9.6673 -17.5471
C -3.9863 -15.8326 -16.0766
C -5.3707 -15.9631 -16.7027
O -5.5998 -15.4255 -17.7640
C -6.3459 -16.9343 -16.0795
H -3.7463 -14.7830 -15.8816
H -3.2241 -16.1886 -16.7688
H -3.8685 -16.3376 -15.1161
H -5.7942 -17.8654 -15.9319
H -7.1878 -17.0728 -16.7469
H -6.6409 -16.5362 -15.1082
C -7.0753 -12.3006 -18.6444
C -6.6135 -12.3649 -17.2086
O -7.3425 -12.8409 -16.3636
C -5.2163 -11.9087 -16.9215
H -6.4460 -13.0322 -19.1612
H -6.8803 -11.2804 -18.9943
H -8.1270 -12.5030 -18.8015
H -5.1940 -11.1852 -16.1054
H -4.7814 -11.5650 -17.8593
H -4.5785 -12.6973 -16.5195
C -6.6724 -13.6315 -13.8258
C -5.5593 -12.8460 -13.2172
O -4.7120 -13.4071 -12.5373
C -5.5262 -11.3631 -13.4147
H -6.9719 -13.2062 -14.7895
H -7.5076 -13.6513 -13.1237
H -6.3748 -14.6510 -14.0537
H -6.5365 -10.9660 -13.2684
H -5.2466 -11.0684 -14.4281
H -4.8606 -10.8965 -12.6934
*
```